Record 1
Below is C22H47GaN2O6S2 as an isolated structure at a distorted geometry, with properties calculated with ωB97M-V/def2-TZVPD.

The calculation puts the largest force on an atom at 9.064 eV Å⁻¹. The value obtained for the LUMO energy is -0.024 Eh. As for the HOMO-LUMO gap: 5.82 eV. The HOMO energy comes out at -6.47 eV. As for the total energy: -4148.08749 a.u.

Last column: Löwdin charge in e.
Atoms and positions in Å:
C 5.849 0.889 0.166  -0.18
C 4.283 0.895 -0.378  -0.35
C 4.296 0.028 -1.808  -0.33
Ga 2.442 -0.802 -2.197  0.12
C 2.722 -2.865 -2.372  -0.31
C 3.162 -3.391 -0.870  -0.29
C 2.001 -3.126 0.280  -0.22
C 0.506 -3.512 -0.287  -0.22
N -0.519 -3.775 0.797  -0.14
C -1.105 -2.394 1.107  -0.10
C -1.693 -4.596 0.293  -0.32
C -2.868 -5.066 1.380  -0.04
O -1.900 -4.950 -0.980  -0.06
S 1.612 0.189 -4.108  0.45
C -0.044 -0.578 -4.617  -0.48
C -1.179 -0.531 -3.411  -0.27
O -0.877 -0.101 -2.157  -0.10
O -2.556 -0.943 -3.813  -0.11
C -3.383 -1.256 -2.638  -0.12
C -4.094 0.033 -1.918  -0.27
C -3.978 1.446 -2.738  -0.05
O -3.671 0.180 -0.488  -0.10
C -4.541 -0.609 0.399  -0.33
O -4.994 -1.853 0.159  -0.03
C -4.976 0.072 1.829  -0.41
S -3.408 0.435 2.799  0.66
H 6.506 1.323 -0.727  0.08
H 5.963 1.528 1.153  0.06
H 6.135 -0.250 0.329  0.08
H 3.583 0.391 0.436  0.07
H 3.926 1.973 -0.663  0.08
H 4.539 0.797 -2.673  0.05
H 5.092 -0.836 -1.774  0.05
H 1.459 -0.506 -0.953  -0.04
H 3.658 -3.090 -3.076  0.06
H 1.792 -3.428 -2.806  0.04
H 4.089 -2.715 -0.542  0.09
H 3.575 -4.499 -0.875  0.10
H 2.069 -2.037 0.733  0.07
H 2.247 -3.893 1.157  0.11
H 0.149 -2.586 -0.950  0.11
H 0.662 -4.432 -1.026  0.14
H -0.258 -1.574 1.242  0.10
H -1.836 -2.432 2.050  0.07
H -1.790 -2.094 0.176  0.10
H -2.517 -4.683 2.444  0.08
H -3.864 -4.512 1.031  0.09
H -2.942 -6.235 1.303  0.09
H 0.087 -1.633 -5.108  0.09
H -0.470 0.130 -5.478  0.09
H -2.791 -1.833 -1.778  0.13
H -4.214 -2.032 -2.999  0.16
H -5.259 -0.222 -1.861  0.15
H -4.936 1.690 -3.406  0.10
H -3.968 2.309 -1.913  0.09
H -2.995 1.588 -3.358  0.08
H -5.568 -0.748 2.450  0.11
H -5.663 1.005 1.648  0.11
H -3.015 -0.798 3.391  -0.09
C 0.657 4.643 3.649  0.01
N 1.017 4.357 2.191  -0.34
C 2.312 5.102 1.865  0.01
C -0.087 4.878 1.288  0.02
C 1.274 2.843 1.964  -0.06
C 0.055 1.933 2.195  -0.22
O -0.413 2.020 3.534  -0.10
H 0.746 5.720 3.818  0.10
H -0.377 4.347 3.833  0.10
H 1.354 4.102 4.295  0.11
H 2.144 6.173 2.014  0.11
H 2.574 4.900 0.826  0.11
H 3.095 4.742 2.539  0.11
H -1.031 4.400 1.564  0.11
H 0.174 4.645 0.252  0.12
H -0.168 5.960 1.429  0.11
H 2.083 2.567 2.649  0.14
H 1.626 2.734 0.933  0.14
H 0.348 0.894 2.010  0.13
H -0.766 2.176 1.514  0.11
H -1.147 1.382 3.632  0.03

---

Record 2
Below is a 6-piece molecular cluster, C22H47IN11O5 overall, with properties calculated with ωB97M-V/def2-TZVPD.

The calculation puts the largest force on an atom at 0.900 eV Å⁻¹. The value obtained for the LUMO energy is -0.122 Eh. As for the total charge: +1. As for the HOMO-LUMO gap: 7.96 eV. The HOMO energy comes out at -11.26 eV. As for the total energy: -2142.70806 a.u.

Last column: Löwdin charge in e.
Atoms and positions in Å:
C -4.846 -1.586 0.461  0.08
C -3.622 -1.485 -0.046  -0.11
C -2.879 -0.222 -0.091  -0.18
C -1.499 -0.258 0.097  0.03
C -0.795 0.928 0.100  -0.03
N -1.404 2.116 -0.075  -0.01
C -0.523 3.297 0.000  -0.11
C -0.434 3.922 1.399  -0.24
C -0.223 2.940 2.545  -0.59
I -2.030 2.068 3.326  0.84
C -2.746 2.201 -0.298  -0.15
C -3.338 3.560 -0.545  -0.11
C -4.821 3.771 -0.175  -0.17
C -4.947 4.438 1.197  -0.21
C -6.330 4.308 1.842  -0.20
C -6.817 2.851 1.975  -0.20
C -7.991 2.558 1.012  -0.24
C -7.936 1.168 0.352  -0.09
C -3.477 1.022 -0.306  0.06
H -5.275 -2.565 0.597  0.08
H -5.385 -0.690 0.721  0.05
H -3.138 -2.368 -0.439  0.11
H -0.949 -1.171 0.258  0.13
H 0.265 0.951 0.275  0.10
H -0.882 4.058 -0.683  0.12
H 0.461 3.019 -0.359  0.14
H 0.439 4.573 1.394  0.12
H -1.309 4.541 1.579  0.09
H 0.423 2.112 2.267  0.00
H 0.241 3.427 3.393  0.05
H -3.243 3.738 -1.619  0.14
H -2.771 4.327 -0.033  0.10
H -5.214 4.471 -0.910  0.12
H -5.411 2.865 -0.267  0.09
H -4.170 4.094 1.881  0.07
H -4.777 5.508 1.063  0.12
H -6.300 4.813 2.805  0.11
H -7.016 4.893 1.230  0.11
H -5.975 2.214 1.696  0.08
H -7.090 2.626 3.001  0.11
H -8.004 3.299 0.218  0.09
H -8.912 2.662 1.579  0.11
H -8.226 1.249 -0.692  0.07
H -8.626 0.479 0.835  0.07
H -6.939 0.740 0.401  0.02
H -4.541 1.046 -0.474  0.11
C 2.728 -0.229 1.723  -0.65
O 1.936 0.709 1.604  -0.03
N 2.418 -1.339 2.460  0.16
N 3.945 -0.237 1.149  0.19
H 3.050 -2.109 2.585  0.10
H 1.524 -1.362 2.911  0.10
H 4.209 0.565 0.599  0.10
H 4.599 -1.002 1.235  0.08
C 4.894 -3.615 -0.520  -0.68
O 5.570 -2.792 0.093  -0.01
N 3.543 -3.732 -0.369  0.16
N 5.452 -4.477 -1.412  0.17
H 2.978 -4.409 -0.867  0.05
H 3.095 -3.108 0.275  0.07
H 6.450 -4.421 -1.548  0.08
H 4.922 -5.147 -1.937  0.10
C 9.174 -2.720 -2.192  -0.68
O 8.763 -3.722 -1.630  0.01
N 10.304 -2.719 -2.959  0.15
N 8.528 -1.521 -2.084  0.16
H 10.658 -1.905 -3.424  0.09
H 10.797 -3.586 -3.050  0.10
H 7.703 -1.498 -1.512  0.09
H 8.840 -0.678 -2.527  0.09
C 4.361 1.403 -2.440  -0.69
O 5.251 1.692 -1.660  0.02
N 3.581 2.350 -3.052  0.15
N 4.068 0.109 -2.769  0.16
H 2.849 2.131 -3.700  0.09
H 3.775 3.310 -2.837  0.10
H 4.620 -0.612 -2.339  0.10
H 3.342 -0.151 -3.408  0.09
C 1.431 -6.773 -0.120  -0.66
O 1.553 -5.725 -0.745  -0.01
N 2.392 -7.221 0.733  0.17
N 0.327 -7.562 -0.238  0.16
H 2.319 -8.074 1.253  0.10
H 3.216 -6.656 0.837  0.10
H -0.393 -7.256 -0.865  0.11
H 0.206 -8.423 0.261  0.10

---

Record 3
Below is C22H47N6O2PPtSSi as an isolated structure at a distorted geometry, with properties calculated with ωB97M-V/def2-TZVPD.

The calculation puts the largest force on an atom at 1.705 eV Å⁻¹. The value obtained for the LUMO energy (alpha / beta) is -0.214 / -0.214 Eh. As for the total charge: +2. As for the HOMO-LUMO gap (alpha / beta): 6.44 / 6.44 eV. The HOMO energy (alpha / beta) comes out at -12.25 / -12.26 eV. As for the total energy: -2493.41096 a.u.

Last column: Löwdin charge in e.
Atoms and positions in Å:
Pt -0.002 0.462 0.245  0.59
C -1.440 2.068 4.305  0.01
C -1.195 1.664 2.883  -0.25
N -0.073 1.541 2.329  -0.03
N 1.102 1.699 2.977  0.03
C 2.235 1.639 2.240  -0.71
N 3.362 1.824 2.901  0.15
S 2.266 1.352 0.546  0.73
C -2.369 1.390 1.964  -0.20
C -3.658 1.573 2.413  0.01
C -4.724 1.444 1.528  -0.01
C -4.462 1.144 0.209  -0.02
C -3.143 0.920 -0.163  -0.12
N -2.126 1.018 0.691  0.00
H -0.545 2.420 4.808  0.07
H -1.844 1.233 4.883  0.11
H -2.165 2.881 4.343  0.10
H 1.143 1.811 3.977  0.15
H 3.393 1.935 3.905  0.14
H 4.233 1.678 2.416  0.12
H -3.843 1.810 3.455  0.12
H -5.743 1.581 1.873  0.13
H -5.259 1.051 -0.521  0.12
H -2.884 0.627 -1.173  0.10
N -1.790 4.519 -3.088  0.15
C -0.352 4.284 -3.528  -0.16
P 0.455 3.718 -1.963  0.39
O 0.762 4.931 -1.134  -0.34
O -0.468 2.635 -1.493  -0.39
C 2.147 3.120 -2.387  -0.17
N 3.061 3.791 -1.380  0.12
H -1.851 5.365 -2.523  0.17
H -2.014 3.729 -2.461  0.13
H -2.452 4.581 -3.853  0.17
H 0.064 5.210 -3.922  0.11
H -0.364 3.503 -4.287  0.11
H 2.425 3.427 -3.393  0.11
H 2.219 2.039 -2.294  0.08
H 3.167 3.199 -0.561  0.03
H 2.528 4.622 -1.046  0.11
H 3.973 4.037 -1.749  0.17
C 3.247 -1.636 -0.790  -0.12
C 2.227 -2.418 0.062  -0.61
C 2.638 -2.283 1.538  -0.10
C 2.363 -3.900 -0.360  -0.07
Si 0.403 -1.867 -0.161  0.73
C -0.790 -2.676 1.122  -0.61
C -0.549 -4.195 1.249  -0.08
C -2.261 -2.463 0.713  -0.09
C -0.621 -2.048 2.518  -0.10
C -0.206 -2.170 -1.996  -0.61
C -1.390 -1.246 -2.344  -0.13
C -0.678 -3.623 -2.208  -0.08
C 0.904 -1.870 -3.011  -0.10
H 4.256 -1.848 -0.410  0.09
H 3.105 -0.561 -0.751  -0.02
H 3.229 -1.941 -1.834  0.06
H 3.687 -2.593 1.653  0.09
H 2.042 -2.920 2.195  0.06
H 2.554 -1.245 1.892  0.05
H 3.424 -4.182 -0.325  0.10
H 2.015 -4.075 -1.382  0.06
H 1.824 -4.581 0.300  0.07
H -0.638 -4.716 0.289  0.08
H -1.301 -4.625 1.927  0.10
H 0.430 -4.425 1.676  0.07
H -2.533 -3.008 -0.192  0.07
H -2.494 -1.406 0.559  0.04
H -2.911 -2.832 1.519  0.10
H 0.379 -2.192 2.935  0.06
H -1.338 -2.514 3.209  0.09
H -0.826 -0.976 2.494  0.03
H -2.290 -1.520 -1.780  0.06
H -1.625 -1.348 -3.415  0.09
H -1.155 -0.199 -2.152  0.03
H -1.502 -3.900 -1.548  0.06
H 0.128 -4.348 -2.060  0.07
H -1.038 -3.744 -3.240  0.10
H 1.305 -0.854 -2.889  0.07
H 0.490 -1.950 -4.026  0.09
H 1.731 -2.578 -2.948  0.06

---

Question: What is the formula in the third record?
Answer: C22H47N6O2PPtSSi